(1)
The following is a DFT calculation (wB97M-V/def2-TZVPD) of a molecular structure, C32H57CrN2O2P2 in a non-equilibrium geometry.

CARTESIAN COORDINATES (ANGSTROEM)
C  -0.600  -2.474  -1.446
C  1.606  -2.450  -0.559
C  -0.368  -3.684  -2.088
C  1.803  -3.754  -1.069
C  0.845  -4.352  -1.863
H  -1.148  -4.109  -2.722
H  2.757  -4.233  -0.852
H  1.011  -5.333  -2.312
N  0.372  -1.851  -0.758
P  -2.318  -0.782  0.041
P  2.493  0.040  0.379
C  -1.956  -1.778  -1.493
H  -2.004  -1.104  -2.368
H  -2.735  -2.534  -1.652
C  0.059  1.541  1.165
O  0.158  2.593  1.673
C  2.604  -1.710  0.117
H  3.500  -2.258  0.416
C  3.335  0.880  -1.121
C  3.543  0.348  1.943
C  -3.642  0.526  -0.371
C  -3.002  -2.137  1.178
C  2.881  2.347  -1.147
H  3.204  2.899  -0.259
H  3.324  2.838  -2.025
H  1.791  2.430  -1.232
C  4.861  0.765  -1.058
H  5.307  1.329  -0.234
H  5.179  -0.284  -1.007
H  5.276  1.184  -1.985
C  2.873  0.166  -2.396
H  3.323  0.668  -3.265
H  3.198  -0.881  -2.407
H  1.786  0.198  -2.520
C  3.820  1.853  2.106
H  2.902  2.451  2.079
H  4.295  2.018  3.083
H  4.518  2.239  1.356
C  2.737  -0.171  3.134
H  1.815  0.396  3.294
H  2.462  -1.225  3.019
H  3.342  -0.073  4.048
C  4.871  -0.417  1.919
H  5.527  -0.129  1.095
H  5.413  -0.186  2.848
H  4.715  -1.499  1.879
C  -3.422  -1.545  2.529
H  -3.858  -2.356  3.130
H  -2.567  -1.131  3.071
H  -4.175  -0.758  2.436
C  -1.886  -3.168  1.417
H  -1.622  -3.707  0.499
H  -0.981  -2.705  1.831
H  -2.244  -3.916  2.142
C  -4.215  -2.856  0.552
H  -4.356  -3.810  1.079
H  -5.141  -2.288  0.681
H  -4.091  -3.088  -0.511
C  -3.659  0.768  -1.883
H  -3.977  -0.125  -2.436
H  -4.382  1.567  -2.107
H  -2.687  1.092  -2.270
C  -3.252  1.817  0.367
H  -2.290  2.223  0.036
H  -4.025  2.574  0.172
H  -3.202  1.661  1.452
C  -5.068  0.143  0.041
H  -5.439  -0.725  -0.513
H  -5.177  -0.021  1.116
H  -5.724  0.989  -0.214
Cr  0.008  -0.042  0.078
N  -0.273  0.979  -1.555
C  -0.373  1.722  -2.449
C  -0.387  2.590  -3.668
C  0.749  2.163  -4.593
C  -1.721  2.430  -4.399
C  -0.210  4.046  -3.240
H  1.727  2.339  -4.121
H  0.658  1.098  -4.849
H  0.709  2.741  -5.525
H  -2.546  2.824  -3.791
H  -1.695  2.993  -5.339
H  -1.913  1.375  -4.636
H  -0.259  4.698  -4.122
H  -1.008  4.343  -2.546
H  0.761  4.195  -2.751
C  -0.058  -1.407  4.812
C  -0.372  -0.070  4.215
C  -0.375  1.090  5.166
O  -0.621  0.061  2.998
H  -0.903  -1.741  5.432
H  0.831  -1.332  5.455
H  0.117  -2.143  4.019
H  -0.456  2.022  4.600
H  -1.223  1.002  5.855
H  0.540  1.091  5.773

Output
orbital gap (alpha / beta)	6.95 / 5.97	eV
2S+1	5
total charge	+1
⟨S²⟩	6.039
largest force on an atom	6.2	eV/Å
energy relative to the best compared isomer or geometry (same formula, charge and spin)	0.00	kJ/mol

(2)
The following is a DFT calculation (wB97M-V/def2-TZVPD) of a molecular structure, C32H58BBrN3O8 in a non-equilibrium geometry.

CARTESIAN COORDINATES (ANGSTROEM)
C  0.527  0.674  3.834
C  0.685  1.098  2.696
C  1.026  1.515  1.329
C  0.568  0.588  0.205
C  0.873  1.432  -1.076
C  0.507  2.909  -1.265
C  -0.788  3.587  -0.792
C  -2.042  3.312  -1.648
C  -3.059  4.474  -1.521
C  -4.053  4.295  -0.377
O  -3.572  4.952  0.802
C  -4.505  5.010  1.808
C  -4.733  3.807  2.708
O  -5.124  6.026  2.025
C  -0.991  0.467  0.091
C  -1.954  0.667  1.245
N  -2.007  2.013  1.832
C  -1.081  -1.099  -0.194
O  -2.317  -1.742  -0.113
C  -2.625  -2.441  -1.309
C  -3.826  -3.380  -1.102
C  -4.801  -2.702  -0.107
C  -3.360  -4.782  -0.644
C  -3.135  -5.719  -1.858
C  -4.432  -5.477  0.226
C  0.042  -1.575  0.747
C  -0.050  -3.100  0.842
C  -1.051  -3.438  1.959
C  -0.532  -3.287  3.350
O  -0.753  -4.554  2.714
N  1.231  -0.814  0.187
B  2.418  -0.990  1.198
N  2.302  -1.783  2.421
O  3.534  -0.208  1.039
C  1.707  -1.542  -1.019
Br  2.973  -3.016  -0.480
C  2.471  -0.898  -2.189
C  3.820  -0.224  -1.960
H  0.467  0.325  4.833
H  0.510  2.470  1.245
H  2.079  1.775  1.241
H  0.481  0.861  -1.920
H  1.962  1.395  -1.175
H  1.322  3.513  -0.858
H  0.569  3.116  -2.334
H  -0.608  4.650  -0.976
H  -1.004  3.554  0.274
H  -1.793  3.109  -2.689
H  -2.595  2.441  -1.281
H  -3.653  4.486  -2.432
H  -2.565  5.426  -1.338
H  -5.035  4.696  -0.638
H  -4.229  3.230  -0.163
H  -5.092  2.945  2.146
H  -5.499  4.040  3.437
H  -3.829  3.574  3.269
H  -1.362  0.865  -0.844
H  -1.827  -0.034  2.070
H  -2.958  0.444  0.868
H  -2.609  2.617  1.293
H  -2.283  2.001  2.799
H  -0.846  -1.095  -1.264
H  -1.800  -3.082  -1.638
H  -2.886  -1.765  -2.132
H  -4.341  -3.525  -2.051
H  -5.789  -3.134  -0.235
H  -4.850  -1.645  -0.362
H  -4.435  -2.836  0.906
H  -2.449  -4.756  -0.040
H  -2.243  -6.330  -1.730
H  -3.962  -6.424  -1.934
H  -3.101  -5.174  -2.801
H  -4.560  -4.997  1.192
H  -5.356  -5.521  -0.350
H  -4.120  -6.503  0.424
H  -0.139  -1.239  1.763
H  -0.424  -3.606  -0.045
H  0.824  -3.612  1.229
H  -2.082  -3.186  1.787
H  0.507  -3.075  3.517
H  -1.355  -2.962  3.970
H  3.078  -2.425  2.516
H  2.224  -1.193  3.241
H  3.716  0.134  1.922
H  0.951  -2.149  -1.497
H  1.873  -0.229  -2.804
H  2.674  -1.726  -2.867
H  4.209  0.050  -2.941
H  3.801  0.697  -1.383
H  4.587  -0.857  -1.521
C  7.762  0.972  -0.033
C  8.101  1.603  -1.361
C  8.397  3.081  -1.298
O  8.043  3.511  -2.618
C  7.095  2.658  -3.079
O  6.455  2.824  -4.062
O  6.974  1.580  -2.254
H  7.395  -0.044  -0.176
H  8.639  0.940  0.614
H  6.972  1.529  0.473
H  8.916  1.053  -1.839
H  9.441  3.298  -1.088
H  7.767  3.613  -0.581

Output
orbital gap	9.23	eV
2S+1	1
total charge	+1
largest force on an atom	4.6	eV/Å

(3)
The following is a DFT calculation (wB97M-V/def2-TZVPD) of a molecular structure, C32H58BCaIN7OP2S3 in a non-equilibrium geometry.

CARTESIAN COORDINATES (ANGSTROEM)
Ca  2.578  -2.213  -1.369
C  -4.354  2.068  0.960
C  -3.892  3.326  0.246
C  -4.047  4.498  1.253
C  -4.722  3.543  -1.068
P  -1.941  3.101  -0.004
C  -1.869  1.262  -0.515
N  -1.799  0.302  0.626
B  -0.898  0.366  1.746
N  -1.320  -0.713  2.624
C  -0.628  -1.103  3.866
P  1.233  -0.872  3.730
C  1.538  0.680  4.731
C  3.015  1.148  4.728
C  0.821  1.912  4.013
C  0.974  0.582  6.210
C  1.972  -2.347  4.702
C  1.058  -2.989  5.774
C  3.238  -1.914  5.497
C  2.387  -3.346  3.574
C  -2.294  -1.435  1.998
C  -2.988  -2.610  2.394
C  -4.194  -2.927  1.744
C  -4.591  -2.170  0.607
C  -3.702  -1.271  -0.003
C  -2.621  -0.826  0.774
C  -1.574  4.106  -1.555
C  -0.024  4.291  -1.687
C  -2.140  3.355  -2.770
C  -2.089  5.581  -1.511
H  -5.357  2.165  1.435
H  -3.711  1.704  1.756
H  -4.512  1.197  0.287
H  -3.104  4.927  1.684
H  -4.654  4.225  2.176
H  -4.594  5.306  0.740
H  -4.404  4.297  -1.781
H  -5.741  3.705  -0.688
H  -4.719  2.569  -1.638
H  -0.973  1.120  -1.139
H  -2.709  1.109  -1.231
H  -0.856  -2.165  4.220
H  -1.013  -0.463  4.701
H  3.370  1.046  3.707
H  3.777  0.610  5.311
H  3.031  2.201  5.059
H  1.111  2.122  2.958
H  0.864  2.794  4.654
H  -0.238  1.723  3.950
H  -0.112  0.537  6.207
H  1.221  1.436  6.760
H  1.355  -0.338  6.680
H  0.599  -2.195  6.377
H  1.603  -3.744  6.371
H  0.196  -3.522  5.404
H  3.037  -1.329  6.410
H  3.992  -1.346  4.922
H  3.713  -2.873  5.904
H  1.574  -3.633  2.849
H  2.862  -4.255  4.006
H  3.268  -2.897  3.101
H  -2.613  -3.281  3.210
H  -4.829  -3.688  2.156
H  -5.504  -2.291  0.108
H  -3.829  -0.906  -1.042
H  0.504  3.383  -1.985
H  0.410  4.623  -0.773
H  0.178  5.070  -2.442
H  -1.392  2.974  -3.446
H  -2.768  4.040  -3.339
H  -2.789  2.515  -2.490
H  -1.684  6.241  -0.719
H  -3.197  5.534  -1.436
H  -1.824  5.914  -2.538
S  4.098  1.444  1.474
C  3.451  0.140  0.660
S  4.595  -0.978  0.176
S  1.785  -0.076  0.274
C  4.103  -0.332  -8.259
C  2.582  -0.560  -8.225
C  1.970  0.814  -8.052
C  2.103  -1.515  -7.187
N  2.599  -1.222  -5.794
C  2.338  -0.165  -4.962
N  2.781  -0.446  -3.717
N  3.288  -1.733  -3.811
N  3.196  -2.197  -5.058
H  4.507  -0.013  -9.204
H  4.541  -1.315  -7.986
H  4.524  0.367  -7.512
H  2.219  -0.900  -9.207
H  2.544  1.445  -7.387
H  0.932  0.718  -7.659
H  1.887  1.445  -8.927
H  2.452  -2.576  -7.391
H  1.000  -1.606  -7.179
H  1.794  0.754  -5.205
N  1.541  -5.960  0.264
C  1.448  -5.266  -0.839
O  2.177  -4.190  -1.111
C  0.342  -5.655  -1.756
I  -1.592  -5.314  -0.761
H  2.209  -5.798  0.986
H  1.133  -6.908  0.186
H  0.391  -6.763  -1.832
H  0.394  -5.182  -2.728

Output
orbital gap (alpha / beta)	4.79 / 3.64	eV
2S+1	1
total charge	-1
largest force on an atom	5.4	eV/Å
energy relative to the best compared isomer or geometry (same formula, charge and spin)	178.24	kJ/mol

(4)
The following is a DFT calculation (wB97M-V/def2-TZVPD) of 9 unconnected molecules or ions with the total composition C32H58F3N3O13P in a non-equilibrium geometry.

CARTESIAN COORDINATES (ANGSTROEM)
O  -1.686  -4.612  1.244
N  -1.888  -3.715  0.564
O  -0.779  -3.528  -0.417
C  0.042  -2.440  -0.036
C  -0.656  -1.142  -0.316
N  -1.910  -1.013  -0.711
C  -2.264  0.314  -0.852
C  -3.631  0.788  -1.255
C  -4.691  -0.344  -1.194
C  -5.981  0.137  -0.587
F  -7.073  0.139  -1.384
C  -6.130  0.481  0.709
F  -5.457  1.440  1.328
F  -6.993  -0.086  1.532
C  -1.154  1.021  -0.561
N  -0.160  0.098  -0.220
P  1.421  0.534  0.280
O  2.210  -0.661  0.545
O  1.215  1.468  1.538
O  2.028  1.466  -0.834
H  1.009  -2.509  -0.526
H  0.230  -2.499  1.041
H  -2.484  -1.831  -0.874
H  -3.537  1.196  -2.260
H  -3.908  1.583  -0.568
H  -4.380  -1.194  -0.590
H  -4.872  -0.710  -2.197
H  -1.004  2.086  -0.570
H  0.297  1.469  1.846
H  2.613  2.125  -0.424
C  2.525  1.793  6.220
C  1.827  0.962  5.175
O  0.759  1.307  4.711
C  2.504  -0.308  4.728
H  1.920  2.671  6.438
H  2.657  1.212  7.132
H  3.501  2.110  5.855
H  2.638  -0.978  5.575
H  3.480  -0.082  4.301
H  1.886  -0.796  3.976
C  -4.409  -4.146  -4.317
C  -3.693  -2.824  -4.399
O  -3.658  -2.065  -3.448
C  -3.025  -2.485  -5.700
H  -4.846  -4.268  -3.328
H  -5.203  -4.187  -5.064
H  -3.707  -4.961  -4.499
H  -3.761  -2.461  -6.505
H  -2.260  -3.224  -5.936
H  -2.551  -1.509  -5.627
C  -1.555  -4.730  -8.828
C  -0.859  -3.393  -8.890
O  -0.845  -2.635  -7.944
C  -0.178  -3.043  -10.189
H  -2.003  -4.865  -7.846
H  -2.337  -4.780  -9.587
H  -0.838  -5.533  -9.004
H  -0.906  -3.026  -11.001
H  0.592  -3.781  -10.417
H  0.282  -2.061  -10.105
C  5.897  -0.917  8.485
C  5.806  -0.029  7.270
O  4.861  -0.086  6.513
C  6.944  0.932  7.041
H  5.020  -1.558  8.534
H  6.791  -1.539  8.427
H  5.946  -0.309  9.390
H  7.880  0.384  6.926
H  7.034  1.614  7.888
H  6.757  1.510  6.139
C  6.661  0.448  -3.700
C  5.957  0.926  -2.454
O  5.881  2.101  -2.176
C  5.344  -0.125  -1.562
H  7.051  1.302  -4.247
H  7.487  -0.213  -3.433
H  5.964  -0.097  -4.339
H  6.108  -0.814  -1.199
H  4.586  -0.682  -2.115
H  4.876  0.365  -0.713
C  -4.877  3.186  3.936
C  -5.656  3.875  5.034
O  -5.517  5.058  5.234
C  -6.594  3.026  5.855
H  -4.247  3.921  3.438
H  -4.245  2.404  4.364
H  -5.555  2.746  3.209
H  -6.038  2.232  6.357
H  -7.353  2.577  5.212
H  -7.082  3.646  6.602
C  -2.469  6.115  6.125
C  -1.193  5.456  5.666
O  -0.452  5.975  4.864
C  -0.881  4.099  6.258
H  -2.580  7.077  5.631
H  -3.321  5.489  5.866
H  -2.444  6.271  7.205
H  -1.676  3.391  6.017
H  -0.791  4.176  7.343
H  0.056  3.730  5.848
C  4.410  -1.221  -6.476
C  3.224  -2.159  -6.455
O  3.331  -3.304  -6.083
C  1.902  -1.598  -6.918
H  5.294  -1.746  -6.120
H  4.591  -0.867  -7.491
H  4.218  -0.362  -5.830
H  1.978  -1.259  -7.952
H  1.613  -0.758  -6.284
H  1.139  -2.365  -6.856

Output
orbital gap	7.02	eV
2S+1	1
total charge	+1
largest force on an atom	2.2	eV/Å
energy relative to the best compared isomer or geometry (same formula, charge and spin)	0.00	kJ/mol

E: -88178.8076 -125684.8018 -124901.6304 -82645.0383 (eV)